Entry from the OMol25 dataset: a structure of composition C50H37N8O3SiZr at a distorted geometry (ωB97M-V/def2-TZVPD).

Atoms and positions in Å:
Zr  -0.457  1.565  1.068
C  -4.828  0.008  0.147
C  -3.658  0.758  0.160
N  -2.569  0.321  0.780
C  -2.625  -0.882  1.369
C  -3.834  -1.569  1.434
N  -4.923  -1.127  0.823
C  -1.353  -1.426  1.886
C  -1.189  -2.772  2.173
C  0.044  -3.254  2.609
C  1.061  -2.310  2.767
C  0.817  -0.979  2.492
N  -0.364  -0.546  2.031
C  1.795  0.098  2.755
C  3.122  -0.105  3.122
N  3.942  0.908  3.356
C  3.456  2.138  3.252
C  2.137  2.362  2.883
N  1.317  1.346  2.631
C  0.254  -4.687  2.919
C  1.468  -5.157  3.418
C  1.617  -6.508  3.692
N  0.654  -7.402  3.506
C  -0.507  -6.961  3.040
C  -0.755  -5.632  2.734
H  -5.704  0.332  -0.400
H  -3.591  1.709  -0.348
H  -3.946  -2.488  1.997
H  -2.021  -3.442  2.038
H  2.033  -2.602  3.129
H  3.553  -1.095  3.205
H  4.139  2.953  3.449
H  1.731  3.359  2.785
H  2.304  -4.498  3.602
H  2.554  -6.890  4.080
H  -1.279  -7.710  2.901
H  -1.728  -5.364  2.349
O  -1.417  2.085  2.698
C  -2.626  2.587  2.888
C  -3.304  2.327  4.087
C  -4.550  2.858  4.335
C  -5.173  3.684  3.395
C  -4.529  3.961  2.215
C  -3.261  3.426  1.929
C  -2.587  3.831  0.721
N  -1.471  3.297  0.365
N  -0.780  3.773  -0.732
C  0.483  3.431  -0.679
O  0.990  2.782  0.348
C  1.352  3.837  -1.796
C  2.698  3.476  -1.785
C  3.516  3.812  -2.850
C  2.996  4.516  -3.926
C  1.658  4.890  -3.936
C  0.836  4.551  -2.878
H  -2.809  1.702  4.820
H  -5.052  2.637  5.268
H  -6.141  4.118  3.602
H  -5.000  4.599  1.476
H  -3.001  4.647  0.131
H  3.087  2.934  -0.936
H  4.557  3.517  -2.843
H  3.640  4.781  -4.755
H  1.262  5.444  -4.777
H  -0.207  4.836  -2.872
O  -0.380  0.630  -0.632
Si  0.379  -0.280  -1.735
C  -0.204  0.090  -3.477
C  -0.232  -0.892  -4.468
C  -0.558  -0.570  -5.778
C  -0.851  0.744  -6.116
C  -0.840  1.730  -5.140
C  -0.526  1.403  -3.830
C  0.006  -2.097  -1.359
C  -1.325  -2.525  -1.397
C  -1.654  -3.865  -1.257
C  -0.651  -4.806  -1.064
C  0.675  -4.399  -1.001
C  0.998  -3.057  -1.156
C  2.259  -0.083  -1.713
C  2.995  -0.193  -2.893
C  4.380  -0.110  -2.884
C  5.054  0.077  -1.686
C  4.343  0.188  -0.500
C  2.958  0.112  -0.524
H  0.003  -1.920  -4.210
H  -0.581  -1.341  -6.537
H  -1.089  0.998  -7.141
H  -1.070  2.756  -5.402
H  -0.531  2.171  -3.065
H  -2.107  -1.794  -1.584
H  -2.690  -4.181  -1.324
H  -0.899  -5.856  -0.979
H  1.458  -5.134  -0.858
H  2.039  -2.749  -1.140
H  2.468  -0.336  -3.830
H  4.935  -0.194  -3.809
H  6.136  0.135  -1.675
H  4.878  0.338  0.431
H  2.391  0.219  0.387

Force components x, y, z for each atom (eV/Å):
Zr 0.7384 -1.8097 0.6637
C 0.1038 -0.0389 0.0660
C -0.0260 -0.0919 -0.0566
N -0.1951 -0.0561 0.2944
C -0.1676 0.0602 -0.1275
C 0.0964 0.0402 -0.0711
N -0.1557 -0.0437 -0.0327
C -0.0770 -0.1168 0.0853
C 0.0906 -0.0216 0.0349
C -0.0977 0.2550 -0.0586
C -0.0133 0.0127 0.0374
C -0.0844 -0.1293 0.1022
N 0.1810 -0.4573 0.0860
C 0.1104 0.1216 0.2055
C -0.0949 0.0246 -0.0058
N 0.1428 0.0129 0.0162
C -0.0770 -0.1046 0.0440
C 0.0196 0.0586 0.1511
N 0.5668 -0.2107 -0.3772
C 0.0507 -0.2861 0.0559
C -0.0462 0.0739 -0.0428
C -0.0098 0.0226 -0.0066
N 0.0139 -0.1042 0.0413
C 0.0003 0.0045 -0.0125
C 0.0349 0.0919 -0.0391
H 0.0187 0.0789 0.0175
H -0.0142 0.0130 -0.0233
H 0.1010 -0.0001 -0.0303
H -0.0085 0.0028 -0.0563
H -0.0084 -0.0018 -0.0142
H -0.0789 -0.0190 -0.0132
H -0.0741 0.0538 0.0062
H 0.0415 0.0082 -0.0875
H 0.0157 -0.0297 0.0066
H 0.0065 0.0443 -0.0119
H -0.0160 0.0473 -0.0166
H 0.0012 -0.0234 -0.0141
O -1.2062 0.6649 1.1449
C -0.5260 0.3912 0.2640
C 0.1470 -0.1235 0.0051
C -0.0247 0.0220 -0.1027
C -0.0749 0.0407 0.0067
C 0.0135 -0.0064 -0.0879
C 0.2019 -0.1674 0.1720
C 0.1798 0.1257 0.1516
N -0.4277 0.6242 -0.3007
N 0.0628 0.3164 -0.4601
C -0.5023 0.7820 -0.0848
O 0.5597 0.7680 -0.3773
C 0.2344 -0.0980 -0.0150
C -0.1486 0.0325 0.0666
C 0.0320 -0.0192 -0.0327
C 0.0705 -0.0148 0.0174
C 0.0180 -0.0086 -0.0152
C -0.0378 0.0236 0.0339
H -0.0045 0.0035 -0.0087
H 0.0311 0.0036 0.0187
H -0.0117 -0.0466 -0.0107
H 0.0279 0.0435 0.0234
H 0.0643 -0.0056 -0.0731
H 0.0688 -0.0970 0.0181
H 0.0003 0.0175 0.0088
H -0.0248 -0.0054 -0.0129
H -0.0286 0.0070 0.0195
H 0.0043 -0.0095 -0.0225
O 0.2638 -0.3491 -0.8568
Si 0.4019 -0.8170 -0.7808
C -0.0654 0.0629 0.3361
C 0.0204 -0.0265 0.0773
C 0.0015 -0.0184 -0.0654
C 0.0050 0.0029 0.0005
C -0.0146 0.0517 -0.0353
C -0.0046 -0.0399 0.0720
C 0.0129 0.2786 -0.0798
C -0.0027 0.0267 -0.0408
C -0.1416 0.0342 0.0258
C 0.0626 -0.0368 0.0902
C 0.0085 -0.0631 0.0140
C 0.0134 0.0973 0.0692
C -0.3133 0.0660 0.0507
C -0.1344 0.0267 -0.0267
C 0.0420 -0.0161 -0.0039
C 0.0546 -0.0049 -0.0241
C 0.0130 0.0302 0.0847
C -0.0050 -0.0434 -0.2067
H -0.0126 0.0029 -0.0414
H 0.0143 -0.0001 0.0099
H -0.0167 -0.0054 0.0069
H -0.0135 -0.0095 0.0031
H -0.0111 0.0330 -0.0713
H -0.0491 -0.0580 -0.0034
H 0.0319 0.0091 0.0027
H -0.0046 -0.0016 0.0195
H -0.0099 0.0088 0.0015
H -0.0023 -0.0426 0.0007
H 0.0787 0.0183 -0.0280
H -0.0146 0.0017 0.0001
H -0.0098 0.0099 -0.0049
H -0.0467 0.0083 0.0314
H 0.0598 0.0173 0.2103

Values from the calculation:
Spin multiplicity: 1
Total charge: +1
HOMO energy: -0.3937 hartree
E_LUMO: -4.0 eV
Calculated total energy: -2928.0004 a.u.
Orbital gap: 6.722 eV
Energy above the lowest of the compared OMol25 structures with the same formula, charge and spin: 80.5 kJ/mol